[1]
# C28H34N6O2Pt

C28H34N6O2Pt as an isolated structure (wB97M-V/def2-TZVPD, the OMol25 dataset).

Element x y z (Å)
Pt1 0.165 -0.423 -1.202
C1 -2.148 -1.927 1.349
C2 -2.955 -2.072 0.091
C3 -3.883 -3.099 -0.047
C4 -4.651 -3.214 -1.195
C5 -4.495 -2.301 -2.225
C6 -3.577 -1.263 -2.125
C7 -3.414 -0.262 -3.231
C8 -2.812 -1.161 -0.960
N1 -1.825 -0.139 -0.859
C9 -2.214 1.139 -0.658
O1 -3.353 1.555 -0.489
C10 -1.051 2.109 -0.692
C11 -1.112 3.476 -0.503
C12 0.078 4.194 -0.538
C13 1.295 3.557 -0.753
C14 1.285 2.189 -0.951
N2 0.127 1.541 -0.919
C15 2.488 1.306 -1.209
O2 3.612 1.786 -1.198
N3 2.144 0.018 -1.430
C16 3.169 -0.942 -1.663
C17 3.925 -1.416 -0.588
C18 3.711 -0.855 0.789
C19 4.872 -2.405 -0.829
C20 5.061 -2.910 -2.106
C21 4.303 -2.427 -3.160
C22 3.349 -1.436 -2.956
C23 2.531 -0.895 -4.094
H1 -2.174 -2.846 1.935
H2 -2.542 -1.122 1.975
H3 -1.109 -1.665 1.146
H4 -4.007 -3.808 0.763
H5 -5.372 -4.017 -1.287
H6 -5.095 -2.389 -3.123
H7 -3.915 -0.600 -4.137
H8 -2.359 -0.096 -3.460
H9 -3.837 0.701 -2.938
H10 -2.072 3.940 -0.329
H11 0.058 5.266 -0.387
H12 2.238 4.084 -0.777
H13 2.645 -0.801 1.018
H14 4.110 0.160 0.853
H15 4.207 -1.470 1.540
H16 5.468 -2.778 -0.004
H17 5.804 -3.677 -2.280
H18 4.453 -2.816 -4.160
H19 2.787 -1.397 -5.026
H20 2.703 0.175 -4.221
H21 1.461 -1.020 -3.913
C24 -2.183 1.958 4.103
C25 -0.698 1.860 3.769
C26 -0.194 3.223 3.283
C27 0.090 1.416 4.995
N4 -0.599 0.813 2.737
N5 0.684 0.550 2.194
H22 -2.360 2.730 4.853
H23 -2.549 1.004 4.483
H24 -2.764 2.215 3.212
H25 -0.308 3.975 4.066
H26 -0.765 3.553 2.413
H27 0.865 3.204 3.014
H28 -0.053 2.122 5.814
H29 1.160 1.364 4.786
H30 -0.248 0.431 5.321
H31 -1.212 1.047 1.961
H32 1.121 -0.180 2.743
H33 1.298 1.361 2.217
N6 0.202 -3.446 -1.700
C28 0.193 -2.306 -1.493
H34 0.243 -4.438 -1.606

Strongest force on any atom ... 0.007 Eh/bohr
Energy ... -45872.0379 eV



[2]
# C2H2P2

An isolated molecule of C2H2P2 at a distorted geometry (wB97M-V/def2-TZVPD, the OMol25 dataset).

Element x y z (Å)
C1 0.411 -0.557 0.468
C2 -0.899 -0.036 -0.111
P1 0.673 -1.914 -0.779
P2 -1.045 -1.585 0.683
H1 1.175 -0.119 0.951
H2 -1.003 0.038 -1.119

SMILES ... C1=P2=P[C@@H]12
Strongest force on any atom ... 0.066 Eh/bohr
Energy ... -20679.3010 eV



[3]
# C5H7NO

An isolated molecule of C5H7NO (wB97M-V/def2-TZVPD, the OMol25 dataset).

Element x y z (Å)
C1 -1.927 0.434 -0.290
C2 -0.441 0.164 -0.135
C3 0.585 1.074 0.183
N1 1.705 0.378 0.455
C4 1.550 -1.043 0.414
O1 2.470 -1.821 0.653
C5 0.184 -1.196 0.044
H1 -2.226 0.443 -1.342
H2 -2.211 1.401 0.132
H3 -2.515 -0.342 0.211
H4 0.578 2.153 0.131
H5 2.608 0.782 0.664
H6 -0.347 -2.138 0.017
H7 -0.011 -0.289 -1.137

Strongest force on any atom ... 0.007 Eh/bohr
Energy ... -8833.7330 eV



Relative energy (zero: lowest compared OMol25 entry of this formula, charge and spin) (computed, kJ/mol): 0.0; 186.5; 238.3